Run a
Below is a molecular structure, C5H10NS, with properties calculated with the ωB97M-V functional and the def2-TZVPD basis.

Atoms and positions in Å:
N  -0.5361  -0.3543  -0.6259
H  1.5223  -0.3449  2.0632
H  -1.1568  1.0883  1.6416
H  -0.7424  2.1322  0.2726
H  -1.4075  -0.6184  -0.1444
C  -0.7775  0.2684  -1.9200
C  0.8083  -0.7775  1.3679
H  1.2574  0.6366  -0.1997
H  1.2791  -1.6252  0.8768
H  0.3454  1.9961  1.6462
C  -0.3434  1.4438  1.0139
H  -0.1520  1.0660  -2.2909
C  -0.0420  -1.5311  -1.4474
S  -1.3750  -1.1429  -2.7509
C  0.3859  0.2796  0.3586
H  -0.0443  -1.1333  1.9406
H  0.9786  -1.3835  -1.8021

HOMO energy (alpha / beta) ... -13.45 / -13.71 eV
Charge ... +1
Frontier orbital gap (alpha / beta) ... 7.747 / 8.173 eV
LUMO level (alpha / beta) ... -5.7 / -5.5 eV

Atom charges from the Mulliken analysis, given in e for atoms 1 to 2: 0.185, 0.407

=====

Run b
Below is a gas-phase ion, C5H10NS (charge +1), with properties calculated with the ωB97M-V functional and the def2-TZVPD basis.

Atoms and positions in Å:
C  0.2720  0.7222  -1.4099
H  1.1611  -1.4831  -0.6152
C  0.1284  2.3067  1.5365
H  -1.2294  -1.2516  -1.3168
H  -0.7805  0.7859  -1.8329
S  0.7743  2.8098  2.9633
H  -1.5864  -2.2817  0.2822
H  0.1878  0.2453  2.1170
H  -0.2237  3.1213  0.9461
H  -0.5165  -2.9915  -0.7286
C  0.0397  0.8972  1.1826
H  0.6424  1.7217  -1.4771
H  0.8406  0.0327  -2.1400
C  -0.9100  -1.9860  -0.5020
C  0.2360  0.2030  -0.0082
N  0.3763  -1.2606  0.0248
H  0.5880  -1.5913  0.9782

HOMO energy ... -12.37 eV
Structure (SMILES) ... C[NH2+]/C(C)=C/C=S
Charge ... +1
Frontier orbital gap ... 7.551 eV
LUMO level ... -4.8 eV

Atom charges from the Mulliken analysis, given in e for atoms 1 to 2: -1.382, 0.430

=====

Which is most stable, and by how much? run b, by 44.3 kcal/mol.